Density functional theory data (wB97M-V/def2-TZVPD) for a structure of composition C37H41AlBClF5IO4P.

Calculated values
Gap between HOMO and LUMO: 7.49 eV
Total charge: -1
F_max: 4.68 eV/Å
LUMO level: 0.081 Ha

Each line ends with the Löwdin charge.
Geometry (Å):
C (-2.61860, -3.09509, -0.71499)  -0.0723
C (-2.70286, -3.45346, -2.13066)  -0.2879
O (-1.75698, -4.45371, -2.46833)  -0.0043
B (-0.86935, -4.13664, -3.48486)  -0.5928
O (-0.82990, -5.05131, -4.52006)  0.0943
Al (0.32498, -2.32936, -3.45431)  0.4046
C (2.01050, -2.58429, -4.62727)  -0.2766
C (2.80914, -3.71337, -4.32688)  -0.8469
O (2.69424, -4.90608, -4.64527)  -0.0477
I (4.55557, -3.18871, -3.04214)  0.6237
C (-0.72767, -0.81699, -4.26915)  -0.2719
C (-1.13998, 0.26251, -3.30000)  -0.7769
C (-0.42726, 1.54775, -3.50653)  -0.1472
Cl (-2.94317, 0.61995, -3.48230)  0.5135
P (0.91246, -1.85297, -1.17287)  0.6125
O (0.67468, -0.44176, -0.67466)  -0.5810
H (-3.48466, -2.55977, -0.41137)  0.0761
H (-2.52853, -3.96976, -0.11438)  0.0779
H (-1.77324, -2.47497, -0.51104)  0.0319
H (-2.58729, -2.57143, -2.72654)  0.0870
H (-3.67907, -3.83378, -2.34001)  0.1062
H (-1.58826, -4.98054, -5.08519)  0.0767
H (2.57389, -1.68018, -4.59342)  0.0336
H (1.64986, -2.73175, -5.61959)  0.0770
H (-0.14534, -0.37201, -5.04436)  0.0468
H (-1.58716, -1.21358, -4.74565)  0.0242
H (-1.06515, -0.03914, -2.28340)  0.0305
H (-0.75567, 1.96821, -4.42417)  0.0628
H (-0.58019, 2.23643, -2.71273)  0.0672
H (0.61088, 1.34384, -3.61262)  0.0704
H (0.25790, -2.80041, -0.35755)  -0.0521
H (2.24863, -2.23257, -0.96963)  -0.0974
F (0.81961, 5.04950, 4.03367)  0.0203
C (0.88089, 3.91958, 3.27142)  -0.2870
C (0.91426, 4.04757, 1.89981)  -0.0215
C (0.98184, 2.89360, 1.13163)  -0.0684
C (1.01094, 1.64283, 1.73202)  -0.0727
C (0.96465, 1.55374, 3.11558)  -0.0731
C (0.90379, 2.69674, 3.90124)  -0.0260
H (0.88642, 5.03107, 1.44911)  0.1139
H (1.00883, 2.96920, 0.05563)  0.1029
H (1.05846, 0.74902, 1.11834)  0.0672
H (0.97849, 0.58405, 3.59337)  0.0912
H (0.87813, 2.63985, 4.98117)  0.1037
F (-3.97752, 8.87485, 1.18201)  0.0462
C (-2.94671, 8.49727, 1.97277)  -0.2900
C (-2.99583, 7.26329, 2.58517)  -0.0145
C (-1.93515, 6.88402, 3.39299)  -0.0780
C (-0.85512, 7.73356, 3.57852)  -0.0969
C (-0.83309, 8.96785, 2.94705)  -0.0850
C (-1.88539, 9.36097, 2.13340)  -0.0252
H (-3.84790, 6.61737, 2.42629)  0.1177
H (-1.94801, 5.91732, 3.87481)  0.1058
H (-0.03099, 7.42651, 4.20332)  0.0923
H (0.00837, 9.63146, 3.08607)  0.1014
H (-1.88751, 10.31605, 1.62670)  0.1138
F (3.14600, 3.21825, -2.92636)  0.0497
C (4.19364, 2.96862, -2.10972)  -0.2839
C (4.16989, 1.83998, -1.31863)  -0.0028
C (5.25437, 1.59874, -0.49072)  -0.0742
C (6.32676, 2.47879, -0.45794)  -0.1029
C (6.31785, 3.60901, -1.26052)  -0.0966
C (5.24426, 3.86160, -2.10003)  -0.0258
H (3.31794, 1.16897, -1.35420)  0.1180
H (5.25874, 0.71519, 0.13100)  0.1071
H (7.16782, 2.28317, 0.19228)  0.0960
H (7.14953, 4.29912, -1.23599)  0.0983
H (5.21587, 4.73289, -2.74000)  0.1131
F (1.37375, 0.43371, 6.32325)  0.0476
C (2.26177, -0.56153, 6.11518)  -0.2940
C (1.79934, -1.77403, 5.65113)  -0.0187
C (2.71792, -2.78666, 5.42490)  -0.0801
C (4.06708, -2.57736, 5.66721)  -0.0970
C (4.50172, -1.34626, 6.13516)  -0.0861
C (3.59631, -0.32150, 6.36091)  -0.0167
H (0.74315, -1.91271, 5.46695)  0.1201
H (2.37629, -3.74080, 5.05122)  0.1054
H (4.77820, -3.37004, 5.48585)  0.0995
H (5.55249, -1.17832, 6.32224)  0.1021
H (3.91205, 0.65022, 6.71373)  0.1172
F (-5.76360, -4.69128, -0.41102)  0.0565
C (-6.05644, -5.77169, -1.16319)  -0.2873
C (-7.34063, -5.91802, -1.64437)  -0.0209
C (-7.63143, -7.02768, -2.42233)  -0.0927
C (-6.64872, -7.96522, -2.70279)  -0.1027
C (-5.36614, -7.79155, -2.20336)  -0.0791
C (-5.05892, -6.68615, -1.42688)  -0.0090
H (-8.08953, -5.17396, -1.41163)  0.1154
H (-8.63061, -7.15673, -2.81340)  0.1001
H (-6.88099, -8.82736, -3.31139)  0.0969
H (-4.59630, -8.51763, -2.41975)  0.1056
H (-4.06325, -6.52411, -1.03693)  0.1218